The following is a quantum chemistry calculation of a molecular structure, C60H48B3BrO21 in a non-equilibrium geometry, from the Open Molecules 2025 dataset.

Properties
Calculated total energy   -6543.7981 a.u.
F_max   1.31 eV/Å
Orbital gap   7.31 eV

XYZ file:
```
133
C60H48B3BrO21, DFT wB97M-V/def2-TZVPD
C 1.06500 4.98713 2.50986
C 1.34796 3.79352 1.59310
C 2.08777 2.65737 2.29421
B 1.07340 1.57008 2.76587
O 0.12906 1.83056 3.76034
B -0.54768 0.74582 4.28650
O -0.74764 -0.38662 3.53084
B -0.24351 -0.15868 2.25993
C -1.12609 -0.29912 0.95451
C -1.42333 -1.71745 0.59803
O -1.80600 -2.53552 1.33947
Br -1.13535 -2.12462 -1.29071
O 1.05581 0.29980 2.19704
O 0.15405 3.18380 1.07743
C -0.70778 4.06998 0.37536
C -1.91693 4.43674 1.20484
C -2.38349 5.74366 1.28040
C -3.48518 6.03650 2.08401
C -4.11780 5.04734 2.82320
C -3.65221 3.73592 2.73589
C -2.55854 3.43448 1.93339
H 1.08786 5.91425 1.94403
H 0.11671 4.89580 3.02860
H 1.84295 5.07543 3.25947
H 1.93923 4.12797 0.74272
H 2.63576 3.01480 3.16216
H 2.81273 2.23425 1.60623
H -0.95976 0.80307 5.39871
H -2.08726 0.17053 1.16200
H -0.64955 0.23074 0.14057
H -0.18447 4.98166 0.09206
H -1.02932 3.55786 -0.52886
H -1.88867 6.53014 0.73673
H -3.84843 7.05154 2.13377
H -4.95605 5.24821 3.47009
H -4.12382 2.93988 3.29435
H -2.18434 2.42519 1.87873
C 3.86044 -5.45030 0.73312
C 3.71875 -4.38828 -0.05417
C 2.48509 -3.56816 -0.02870
O 2.35734 -2.59962 -0.75110
C 1.41132 -3.97652 0.91044
C 1.54838 -5.03639 1.70145
C 2.78668 -5.85819 1.67504
O 2.91420 -6.82375 2.39611
H 4.75262 -6.06187 0.72237
H 4.48937 -4.07756 -0.74658
H 0.52266 -3.36618 0.91449
H 0.77629 -5.34932 2.39294
C -1.23651 -3.58509 -5.38602
C -1.32697 -2.38613 -4.81843
C -2.27537 -1.36235 -5.32021
O -2.35355 -0.26932 -4.80135
C -3.12409 -1.72763 -6.48224
C -3.03516 -2.92631 -7.05167
C -2.08431 -3.95100 -6.54839
O -2.00538 -5.04304 -7.06721
H -0.55016 -4.34492 -5.03476
H -0.71731 -2.09768 -3.97302
H -3.80976 -0.96646 -6.83210
H -3.64308 -3.21381 -7.89995
C -8.49510 3.46043 4.51899
C -9.02180 2.24681 4.66072
C -8.27617 1.16615 5.35282
O -8.75157 0.05547 5.48144
C -6.92699 1.48551 5.88240
C -6.40308 2.69960 5.74045
C -7.14743 3.78253 5.04767
O -6.66459 4.88764 4.91892
H -9.01769 4.26418 4.01625
H -10.00337 1.99171 4.27966
H -6.40401 0.68045 6.38298
H -5.42081 2.95758 6.11654
C 1.94657 1.32457 -1.68814
C 1.62399 0.48994 -2.67322
C 2.53415 0.26304 -3.82192
O 2.23802 -0.49714 -4.71910
C 3.82227 1.00062 -3.83460
C 4.14541 1.83669 -2.85297
C 3.23296 2.06395 -1.70394
O 3.53370 2.83145 -0.81318
H 1.29824 1.50826 -0.83802
H 0.69530 -0.06424 -2.69153
H 4.47087 0.81897 -4.68221
H 5.07713 2.38789 -2.84096
C -0.30856 9.90837 -0.70411
C -0.26328 10.88777 -1.60270
C -1.40035 11.82787 -1.77549
O -1.36031 12.71872 -2.59479
C -2.58817 11.63264 -0.90549
C -2.63266 10.65294 -0.00706
C -1.49622 9.71443 0.16442
O -1.53635 8.82162 0.98469
H 0.50791 9.21185 -0.56112
H 0.59240 11.04828 -2.24592
H -3.40457 12.32900 -1.04773
H -3.48804 10.49194 0.63662
C -10.63323 -2.10783 2.53297
C -10.66355 -0.84950 2.96462
C -11.48850 0.17440 2.27792
O -11.51720 1.32529 2.66711
C -12.27834 -0.25194 1.09666
C -12.24740 -1.50989 0.66665
C -11.42233 -2.53879 1.35180
O -11.39735 -3.68438 0.95871
H -10.03860 -2.87234 3.01658
H -10.09527 -0.51556 3.82514
H -12.87215 0.51396 0.61402
H -12.81411 -1.84499 -0.19264
C 8.16095 -6.29419 -2.32394
C 9.03546 -5.96125 -3.26847
C 8.62875 -5.16351 -4.45144
O 9.42563 -4.86189 -5.31305
C 7.20501 -4.74784 -4.54031
C 6.32921 -5.07982 -3.59618
C 6.74002 -5.87827 -2.41372
O 5.93984 -6.17735 -1.55156
H 8.43589 -6.87916 -1.45784
H 10.07683 -6.25398 -3.22421
H 6.92934 -4.16649 -5.41091
H 5.28698 -4.78874 -3.64164
C 11.08009 -8.90073 0.08904
C 12.33536 -8.89184 0.52872
C 13.48231 -8.95754 -0.41324
O 14.62512 -8.95095 -0.01380
C 13.17321 -9.03201 -1.86456
C 11.91761 -9.04125 -2.30340
C 10.77331 -8.97514 -1.36088
O 9.62801 -8.97865 -1.76270
H 10.22920 -8.85492 0.75710
H 12.58272 -8.83779 1.58111
H 14.02341 -9.07854 -2.53292
H 11.66939 -9.09619 -3.35599
```